# 1
Below is a 10-piece molecular cluster, C18H42BCl18FO10PS2 overall in a non-equilibrium geometry, with properties calculated with wB97M-V/def2-TZVPD.

```
93
Properties=species:S:1:pos:R:3
Cl -2.7282 -0.2019 -9.4036
Cl 2.0067 -8.4498 1.3273
Cl -2.6198 1.2554 -4.4972
Cl -3.2634 -3.0992 5.2376
Cl 3.7423 -4.6640 0.6524
Cl -5.0026 -2.3200 7.4663
Cl 4.9014 -0.7046 -5.2691
Cl 6.3696 -1.8726 2.5890
Cl 2.1599 0.0163 -6.0475
Cl 0.1076 -6.2711 0.8218
Cl -0.9122 -1.1326 -4.8387
Cl -7.1547 0.3435 4.3124
Cl 4.9542 -2.7665 4.9786
Cl -7.6336 -0.4888 1.5411
Cl -0.0292 -0.9276 -8.4903
Cl 2.4616 -2.6068 2.3091
Cl -7.3203 -7.1238 8.9278
Cl -7.2701 -4.9421 6.9642
S -2.8853 0.7783 0.8007
S 1.2963 3.2389 -2.1501
P 1.9140 1.4235 -0.6774
F 2.5768 4.1563 -2.5729
O -1.8915 4.8175 0.4621
O -2.8184 -0.6285 1.1169
O 4.6944 0.7245 -0.4591
O 0.8212 2.7468 -3.4356
O 0.3966 4.1793 -1.4916
O 0.4336 4.9617 1.6460
O -1.7621 1.5830 1.5624
O 2.2548 3.6687 0.9569
O -4.1595 1.4009 1.0917
O 4.5419 3.0777 -0.5482
C -6.4210 -6.3450 7.6192
C 6.1867 -3.1682 3.7729
C 3.8811 0.2386 -6.3629
C -2.5341 1.0354 -0.9146
C 0.3846 -8.0147 0.7737
C 2.6222 -4.3309 1.9847
C -0.9846 0.0097 -9.6388
C 5.0809 0.5386 0.9000
C 2.3714 0.4356 -2.2645
C -1.8258 0.1559 -5.6298
C -1.1863 6.0028 0.1455
C 0.2076 6.0777 0.7963
C -1.0946 1.2260 -1.4912
C 0.1020 0.6827 -0.7040
C 1.7927 4.6756 1.8055
C 1.4479 2.5067 0.8570
C -4.9090 -2.6854 5.7347
C -6.6056 0.4586 2.6246
B 3.8743 1.8701 -0.5672
H -3.1719 1.8845 -1.1682
H -1.4911 4.1265 -0.0700
H -5.2341 -1.8155 5.1777
H 0.9502 6.0967 -0.0022
H 2.2176 0.2995 0.1855
H 2.3881 5.5652 1.5724
H 3.0053 -4.8147 2.8766
H -0.1491 0.5518 0.3473
H 1.6283 1.8623 1.7322
H 5.8761 -4.0613 3.2426
H -1.1349 0.7342 -6.2319
H 0.3182 6.9878 1.4005
H -6.2830 -7.0654 6.8226
H -6.6391 1.4956 2.3190
H 6.0117 1.0702 1.1199
H 1.6509 -4.7316 1.7160
H 1.4951 0.1780 -2.8593
H -5.4668 -6.0107 8.0091
H -5.5525 -3.5287 5.5269
H 4.0885 -0.0790 -7.3778
H 0.2795 -0.3524 -1.0171
H -3.0198 0.1647 -1.3615
H 3.0759 0.9989 -2.8830
H 4.1167 1.2880 -6.2314
H -1.0690 6.0686 -0.9359
H -0.3389 -8.4927 1.4225
H -1.8133 6.8283 0.4872
H -0.7492 1.0587 -9.5043
H 2.8405 -0.4788 -1.8984
H -2.5880 -0.3005 -6.2490
H 0.2687 -8.3494 -0.2496
H 4.2963 0.8671 1.5910
H 0.3850 2.7394 0.8191
H 5.2180 -0.5303 1.0680
H -0.7376 -0.3142 -10.6423
H -1.0485 2.2558 -1.8378
H -1.1690 0.6697 -2.4284
H -1.9016 1.4439 2.5086
H 1.9675 4.4242 2.8612
H -5.5929 0.0859 2.5564
H 7.1274 -3.3314 4.2847
H 5.3720 2.9687 -1.0227
```

Computed properties:
* LUMO level: 1.78 eV
* orbital gap: 6.0 eV
* E_HOMO: -4.17 eV
* E: -299578.5746 eV
* maximum force: 2.5 eV Å⁻¹
* charge: -1
* molar mass: 1181.60 g/mol

=====

# 2
Below is a 3-piece molecular cluster, C14H33BrF2NO9P2 overall in a non-equilibrium geometry, with properties calculated with wB97M-V/def2-TZVPD.

```
62
Properties=species:S:1:pos:R:3
Br 5.5354 -0.1263 2.5909
P 2.8696 1.6404 0.7096
P 4.9940 0.9937 0.6833
F -0.3943 4.0869 -0.0373
F 0.4833 2.0577 3.2696
O -1.7635 -0.0978 -5.2157
O -0.4371 -1.3193 3.9255
O -0.6772 2.3413 -3.5406
O 1.5281 4.1413 2.4344
O -3.6828 1.7581 -3.7221
O 1.7948 3.9315 -1.0590
O 5.9257 2.4868 0.7452
O 1.8100 -3.0946 2.8495
O -0.8660 -4.4194 3.5499
N 1.2002 2.2544 0.7687
C 0.9510 3.4114 -0.1683
C -1.8478 -1.5130 -5.1391
C -2.9494 0.4978 -5.7402
C 0.8035 -2.3769 2.1165
C 1.3945 -3.6910 4.0843
C -0.1091 3.6260 -3.7381
C -3.2109 1.8555 -5.0761
C -1.5459 -5.3250 2.6956
C -2.7336 1.3073 -2.7480
C 0.4347 -4.8744 3.9225
C 1.0750 2.8830 2.1728
C 0.3735 -1.0623 2.7795
C -0.2372 -0.3710 4.9631
C -1.6059 2.3031 -2.4572
H -0.7267 -0.7482 5.8667
H -2.4298 -4.8178 2.2983
H 2.3899 0.2696 0.6632
H 1.0012 -2.9373 4.7677
H -1.7931 -1.9482 -6.1390
H -3.3072 1.1774 -1.8232
H -1.0568 1.9876 -1.5650
H -3.8177 -0.1456 -5.5894
H 0.8414 -5.5669 3.1718
H -2.3473 2.5195 -5.1414
H 1.2634 -0.4883 3.0426
H 0.8284 -0.2491 5.1840
H -2.7939 0.6453 -6.8159
H 3.3697 2.9940 0.7950
H 0.4209 3.6191 -4.6948
H -2.3491 0.3200 -3.0069
H 5.4735 3.0898 1.4352
H 0.5997 3.8522 -2.9394
H -1.0014 -1.8719 -4.5448
H -0.2326 -0.4821 2.0730
H 2.9243 1.6072 -0.7323
H -1.8623 -6.2069 3.2555
H 2.3131 -4.0705 4.5462
H -4.0177 2.3479 -5.6280
H -0.9151 -5.6155 1.8485
H 0.3372 -5.4026 4.8757
H 1.2666 -2.1310 1.1558
H -0.6822 0.5873 4.6883
H -2.7686 -1.8252 -4.6354
H -0.0473 -3.0214 1.8889
H 2.9347 1.5147 2.1431
H -0.8864 4.3962 -3.7893
H -2.0414 3.2959 -2.2746
```

Computed properties:
* LUMO level: 2.47 eV
* orbital gap: 7.2 eV
* E_HOMO: -4.69 eV
* E: -129019.3106 eV
* maximum force: 9.9 eV Å⁻¹
* charge: -1
* molar mass: 539.26 g/mol

=====

# 3
Below is a 11-piece molecular cluster, C52H133N7O17 overall in a non-equilibrium geometry, with properties calculated with wB97M-V/def2-TZVPD.

```
209
Properties=species:S:1:pos:R:3
O -6.5180 6.9355 -0.6823
O -1.5219 -4.6476 -5.0774
O -10.0040 3.2836 -4.0935
O -4.9547 -6.6937 5.9356
O 1.4557 6.4340 3.3174
O 2.6180 -5.8270 -6.8702
O -10.2907 1.9284 8.7597
O -1.1429 -5.2797 2.6651
O 3.5280 3.6491 -8.4865
O 1.0490 0.3147 0.4044
O 12.5077 3.4226 -5.3032
O -5.4925 3.0479 7.5828
O 2.3692 -11.3627 -1.5486
O 6.2730 -6.0388 -0.6679
O -8.2254 2.8085 0.5421
O -1.1994 7.0781 -1.3608
O 12.7073 1.0562 3.0624
N 1.0021 -3.6687 -6.2558
N 4.9805 -8.6963 -1.4289
N -3.8968 5.9036 -2.4725
N 3.3027 -1.2523 -0.2491
N -7.4769 1.4897 9.3104
N -4.2936 -5.5263 3.2390
N -7.6710 2.8920 -2.4518
C 2.4264 -3.5316 -6.1409
C -3.4279 -4.4592 2.8697
C -7.7778 2.1655 -3.6991
C 3.8672 -9.4497 -1.9244
C -5.4398 -7.9105 6.4615
C 11.3844 0.7109 3.3294
C 4.5192 3.3057 -6.3275
C -4.2219 7.0667 -1.6170
C -6.2246 1.0074 8.7289
C -7.8627 7.2960 -0.6978
C 13.2135 3.7232 -2.9607
C 4.7342 3.2418 -7.8423
C 5.2180 -7.5043 -2.2673
C -8.4938 0.3750 9.2543
C -2.6327 5.2324 -2.1677
C -10.7420 1.4513 7.5453
C -2.3386 -4.9983 1.9251
C -2.8725 -4.9131 -4.7177
C -1.0936 -3.3067 -5.0346
C 2.0329 -12.5742 -0.8422
C 3.1521 -4.5374 -7.1000
C -6.9647 2.0634 -1.4182
C 3.1970 -6.8364 -7.7120
C 2.4791 7.1378 3.9437
C 2.2890 0.9036 0.0831
C 0.4349 -3.1903 -5.0147
C 10.8319 3.2995 -3.8093
C -8.6946 3.1109 -4.5916
C 12.2919 3.0264 -4.0086
C -5.6796 7.5776 -1.6916
C 2.3409 7.0253 5.4441
C 6.5064 -6.7178 -1.8441
C 3.4361 -0.0706 0.4925
C -1.3621 6.1319 -2.3986
C -8.2138 3.5125 1.7315
C 4.8186 0.5242 0.1540
C -0.2707 -6.1114 1.9956
C 3.6220 -10.8606 -1.2560
C -0.0651 7.9271 -1.5995
C -5.2184 2.1416 8.6782
C -10.5049 4.5675 -4.3072
C 7.4494 -5.6160 -0.0521
C 5.8729 4.1084 -8.3547
C 10.5605 1.9955 3.3862
C -6.9045 2.6162 0.0248
C -4.3383 3.7848 7.2715
C -5.9194 -6.0538 5.0655
C 11.3600 -0.1344 4.5636
C -9.9179 0.9077 9.6184
C 0.5616 0.3945 1.7950
C -5.1198 -4.9528 4.3376
C 3.7740 6.5128 3.4283
H -5.1714 2.7472 9.5833
H 10.5811 2.5138 2.4276
H 4.6443 7.1593 3.5411
H 2.8662 2.9635 -8.3698
H 4.2139 -4.5668 -6.8554
H -4.4643 4.5832 6.5403
H 10.2466 2.6645 -4.4745
H 2.5350 6.0456 5.8808
H -7.9474 2.2435 8.8302
H -6.6682 -5.5898 5.7074
H 1.0664 -0.3450 2.4166
H 3.9083 5.5682 3.9554
H 4.3865 -6.8015 -2.2136
H 13.1242 4.8039 -3.0714
H -8.8169 2.6929 -5.5909
H -0.1777 -5.7654 0.9662
H -8.1472 8.3439 -0.6028
H -6.3164 -7.7156 7.0792
H -0.6858 -7.1184 2.0385
H -3.5649 -4.4540 -5.4233
H -10.6656 0.1229 9.7328
H 5.0178 0.5146 -0.9176
H 2.4845 8.1976 3.6893
H 0.8791 7.4370 -1.8374
H 8.1292 -5.0437 -0.6833
H -2.6736 4.7715 -1.1808
H 12.4980 1.9561 -4.0045
H 4.9505 2.1978 -8.0691
H 13.0469 3.3555 -1.9483
H -5.6649 -8.7196 5.7666
H 10.5606 3.0500 -2.7836
H 12.8745 1.8225 3.6160
H 7.0816 -5.0401 0.7970
H 0.0785 8.6106 -0.7627
H 2.3648 1.0402 -0.9957
H 2.9671 -8.8696 -1.7208
H -9.2254 3.6670 2.1067
H -10.8820 2.3462 6.9388
H 0.7000 -2.1458 -4.8508
H -3.0016 -4.0103 3.7668
H 2.6946 -2.5197 -6.4446
H 0.8885 -4.6558 -6.4368
H 3.1103 -4.1623 -8.1225
H 5.2779 2.7558 -5.7706
H 2.8283 -13.2775 -1.0887
H 12.4129 4.3735 -5.3944
H 4.8881 1.5862 0.3895
H 6.7590 3.6671 -7.8985
H 11.3453 0.4704 5.4703
H -1.3590 -2.8667 -4.0733
H 2.3687 1.8699 0.5810
H 1.3477 6.7811 2.4288
H -3.0015 -5.9924 -4.6367
H 1.4629 7.4500 5.9307
H 4.2825 -6.9257 -7.6686
H 12.1801 -0.8516 4.5959
H -8.3109 6.9060 0.2161
H 10.6399 4.3640 -3.9438
H 3.3380 -0.3726 1.5353
H 6.1418 3.9309 -9.3960
H -2.6779 -5.8140 1.2866
H -7.5338 1.1405 -1.3064
H -11.5848 0.7611 7.5812
H 6.6322 -6.0200 -2.6720
H -8.1850 -0.3676 9.9900
H -0.4896 0.1343 1.9190
H 0.6095 1.4314 2.1278
H 0.8561 -3.7192 -4.1598
H -8.1638 4.0364 -4.8146
H 10.4582 -0.7430 4.6316
H 3.7581 -10.7871 -0.1771
H 2.6926 -3.6897 -5.0958
H 9.5386 1.6710 3.5823
H 1.9437 -12.3291 0.2161
H -8.5966 3.1839 -2.1721
H 5.8213 -9.2416 -1.5545
H -4.6483 -4.3565 5.1188
H -6.8322 2.0425 -4.2271
H -8.3921 6.7843 -1.5015
H 5.6265 0.0310 0.6943
H 1.0832 -12.9369 -1.2354
H -2.5103 4.3859 -2.8434
H -3.7783 -6.3700 3.4461
H -3.9883 -3.7504 2.2600
H 4.3426 -11.5440 -1.7053
H -3.9960 6.7860 -0.5883
H -10.0238 0.8845 6.9527
H -0.4279 5.5705 -2.3926
H -2.1034 -4.1663 1.2613
H 11.1311 0.0208 2.5246
H -6.4386 1.8032 0.5816
H -10.6812 4.6978 -5.3749
H -8.2209 1.1800 -3.5563
H -5.8114 -4.2243 3.9144
H 2.9776 -6.5872 -8.7501
H -9.8868 5.3797 -3.9246
H -1.5583 -2.7280 -5.8329
H -6.0628 7.3570 -2.6879
H 4.4999 4.3335 -5.9651
H 3.1926 7.5699 5.8517
H -4.6635 -8.2971 7.1218
H -11.5219 4.4904 -3.9226
H -6.3997 0.6535 7.7130
H 3.8553 -9.5827 -3.0062
H -9.8878 1.4326 10.5733
H -6.4138 -6.7731 4.4127
H -5.9443 1.8928 -1.7613
H 5.7073 5.1763 -8.2129
H 0.7123 -6.1388 2.4658
H -3.5893 3.1609 6.7837
H -0.2193 8.6091 -2.4356
H 2.6472 -1.7507 0.3356
H -7.7222 2.8990 2.4866
H -4.6154 5.2226 -2.2726
H 14.2828 3.6475 -3.1581
H 3.5964 2.8087 -6.0280
H -6.2589 3.4945 0.0194
H 3.6813 6.3585 2.3533
H -8.5687 -0.1499 8.3020
H -3.1774 -4.4031 -3.8039
H 10.9339 2.6351 4.1861
H -3.9284 4.2061 8.1894
H -3.6082 7.9537 -1.7740
H 5.4303 -7.7863 -3.2985
H 4.2437 -1.6161 -0.2001
H 7.3793 -7.3618 -1.7375
H -5.6504 8.6616 -1.5814
H -4.3001 1.6113 8.4261
H -7.7798 4.5124 1.7412
H -5.8409 0.1779 9.3228
H -1.3959 6.6221 -3.3715
H 8.0212 -6.5047 0.2151
H 2.8178 -7.8044 -7.3843
```

Computed properties:
* LUMO level: 0.23 eV
* orbital gap: 8.9 eV
* E_HOMO: -8.62 eV
* E: -101304.9863 eV
* maximum force: 3.0 eV Å⁻¹
* molar mass: 1128.67 g/mol
* SMILES: COC[C@H](C)N.COCCNCCOC.COCCNCCOC.COCCNCCOC.COCCNCCOC.COCCNCCOC.COCCNCCOC.CC(C)O.CC(C)O.CC(C)O.CC(C)O

=====

Which of these has the highest orbital gap?
C52H133N7O17

=====

Among the records above, which one has the highest molar mass?
C18H42BCl18FO10PS2

=====

Which formula does entry 2 have?
C14H33BrF2NO9P2